{
  "formula": "C38H36N8O4SeSr",
  "method": "wB97M-V/def2-TZVPD",
  "spin_multiplicity": 1,
  "species": ["Sr", "O", "C", "C", "C", "C", "C", "C", "C", "O", "N", "N", "C", "C", "C", "C", "C", "C", "N", "H", "H", "H", "H", "H", "H", "H", "H", "H", "H", "O", "C", "C", "C", "C", "C", "C", "C", "N", "C", "C", "N", "H", "H", "H", "H", "H", "H", "H", "O", "C", "C", "C", "C", "C", "C", "C", "C", "N", "H", "H", "H", "H", "H", "H", "H", "H", "H", "H", "H", "C", "N", "C", "Se", "N", "C", "C", "C", "C", "C", "C", "H", "H", "H", "H", "H", "H", "H", "H"],
  "coordinates": [[0.0475, -1.0817, -0.0461], [0.0096, -1.0250, -5.9128], [1.2623, -1.4044, -5.6184], [2.0703, -1.8332, -6.6754], [3.3771, -2.2152, -6.4513], [3.9156, -2.1790, -5.1656], [3.1202, -1.7529, -4.1212], [1.7935, -1.3645, -4.3173], [1.0289, -0.8938, -3.1274], [1.6013, -0.8266, -2.0089], [-0.2442, -0.5552, -3.3969], [-0.9632, -0.2755, -2.2896], [-2.0053, 0.4507, -2.3487], [-2.7198, 0.7903, -1.1039], [-3.6486, 1.8277, -1.1359], [-4.2826, 2.1953, 0.0381], [-3.9622, 1.5315, 1.2124], [-3.0142, 0.5213, 1.1573], [-2.4133, 0.1424, 0.0313], [-0.3928, -0.7215, -5.0541], [1.6385, -1.8522, -7.6675], [3.9846, -2.5451, -7.2853], [4.9403, -2.4773, -4.9888], [3.5038, -1.7023, -3.1106], [-2.3440, 0.9092, -3.2784], [-3.8619, 2.3297, -2.0698], [-5.0167, 2.9911, 0.0369], [-4.4352, 1.7773, 2.1534], [-2.7234, -0.0202, 2.0519], [0.1083, -1.6862, 2.2561], [0.3101, -2.7659, 2.9376], [-0.0144, -2.8000, 4.3177], [0.1862, -3.9009, 5.1153], [0.7178, -5.0714, 4.5756], [1.0268, -5.0848, 3.2314], [0.8516, -3.9731, 2.3957], [1.2069, -4.1503, 0.9767], [0.6575, -3.6279, -0.1125], [1.2770, -4.2159, -1.1973], [2.2118, -5.0996, -0.7704], [2.1608, -5.0453, 0.6024], [-0.4352, -1.8879, 4.7211], [-0.0800, -3.8599, 6.1652], [0.8610, -5.9547, 5.1820], [1.3796, -6.0172, 2.8038], [1.0145, -3.9610, -2.2106], [2.8954, -5.7386, -1.2990], [2.7548, -5.5463, 1.2385], [0.6137, 1.3357, 0.5830], [0.4766, 2.4982, -0.2443], [1.8095, 3.1797, -0.4867], [2.7746, 2.3131, -1.2906], [2.4841, 2.2237, -2.7713], [3.4623, 1.7371, -3.6377], [3.1718, 1.5977, -4.9800], [1.9102, 1.9585, -5.4313], [1.0088, 2.4500, -4.5060], [1.2785, 2.5870, -3.2063], [0.8826, 1.5734, 1.4914], [-0.2408, 3.1857, 0.2165], [0.0684, 2.1542, -1.1917], [2.2575, 3.4231, 0.4821], [1.6289, 4.1236, -1.0070], [2.7561, 1.2932, -0.8927], [3.7987, 2.6696, -1.1609], [4.4305, 1.4514, -3.2456], [3.9084, 1.1933, -5.6628], [1.6249, 1.8461, -6.4681], [0.0119, 2.7429, -4.8178], [-1.2024, 3.9508, 3.2506], [-1.4877, 2.7420, 3.9930], [-0.5734, 1.7903, 4.3186], [1.2058, 1.7275, 3.9288], [-1.2403, 0.8523, 5.0344], [-2.5743, 1.1927, 5.1848], [-3.6363, 0.5676, 5.8140], [-4.8608, 1.2195, 5.7812], [-5.0108, 2.4554, 5.1482], [-3.9433, 3.0762, 4.5139], [-2.7275, 2.4138, 4.5326], [-0.3144, 3.7812, 2.6479], [-1.0167, 4.7867, 3.9258], [-2.0479, 4.1772, 2.6023], [-0.7757, 0.0206, 5.3575], [-3.5178, -0.3862, 6.3097], [-5.7149, 0.7631, 6.2622], [-5.9774, 2.9404, 5.1554], [-4.0579, 4.0371, 4.0303]],
  "lowdin_charge": [1.53, 0.04, -0.29, -0.02, -0.09, -0.10, -0.04, -0.10, -0.46, -0.15, 0.03, -0.08, -0.09, -0.27, -0.02, -0.05, -0.05, -0.11, 0.05, 0.06, 0.11, 0.10, 0.10, 0.11, 0.13, 0.11, 0.11, 0.09, 0.12, -0.30, -0.40, -0.03, -0.10, -0.12, -0.07, -0.09, -0.28, -0.01, -0.14, -0.08, 0.10, 0.08, 0.10, 0.09, 0.10, 0.10, 0.11, 0.15, -0.24, -0.25, -0.17, -0.13, -0.28, -0.03, -0.07, -0.07, -0.14, 0.12, -0.04, 0.11, 0.09, 0.11, 0.12, 0.11, 0.12, 0.12, 0.11, 0.11, 0.10, -0.02, -0.07, -0.76, 0.69, 0.12, -0.18, 0.00, -0.08, -0.09, -0.03, -0.18, 0.05, 0.10, 0.09, 0.13, 0.12, 0.10, 0.10, 0.11]
}

{
  "formula": "C38H37FIrN6O2",
  "method": "wB97M-V/def2-TZVPD",
  "total_charge": 2,
  "spin_multiplicity": 6,
  "species": ["Ir", "C", "C", "C", "C", "N", "C", "C", "C", "C", "C", "C", "N", "C", "C", "C", "C", "C", "N", "H", "H", "H", "H", "H", "H", "H", "H", "H", "H", "H", "C", "C", "C", "C", "C", "C", "C", "C", "C", "C", "C", "C", "N", "C", "C", "C", "C", "C", "C", "F", "H", "H", "H", "H", "H", "H", "H", "H", "H", "H", "H", "H", "H", "H", "H", "H", "H", "H", "H", "H", "H", "C", "N", "C", "C", "C", "O", "N", "C", "O", "H", "H", "H", "H", "H"],
  "coordinates": [[0.4292, 0.9697, 0.7620], [0.8496, -0.9152, 4.9017], [0.2591, 0.1020, 5.6314], [-0.1035, 1.2611, 5.0214], [0.2250, 1.4711, 3.6838], [0.8540, 0.6025, 2.9510], [1.2041, -0.6881, 3.4447], [-0.5511, 2.5284, 2.9997], [-1.3214, 3.5711, 3.5639], [-2.1190, 4.3799, 2.7265], [-2.2596, 3.9389, 1.3838], [-1.4872, 2.9468, 0.8619], [-0.5968, 2.3101, 1.6721], [-1.5908, 2.3682, -0.5239], [-2.7067, 2.4735, -1.3424], [-2.2504, 1.5550, -3.8933], [-1.8806, 0.1023, -3.6874], [-1.0400, -0.1727, -2.4861], [-0.5651, 1.4627, -0.6918], [0.9655, -1.8354, 5.3419], [0.1509, -0.0255, 6.7000], [-0.5727, 2.0330, 5.6059], [3.1670, -0.0807, 2.9510], [-1.2857, 3.7824, 4.6227], [-2.8118, 5.0652, 3.1177], [-3.1276, 4.3806, 0.8404], [-3.4641, 3.1754, -1.1251], [-3.0339, 1.7673, -4.6628], [-1.9544, -0.7964, -4.3763], [-0.7099, -1.1604, -2.5102], [2.2927, 2.7776, -0.6464], [2.1107, 2.3009, -2.1480], [3.2806, 1.3339, -2.4294], [0.7646, 1.8577, -2.6710], [0.1036, 2.5804, -3.6204], [-1.1646, 2.4604, -4.1580], [-2.9983, 1.4969, -2.3826], [-2.5605, 0.0115, -2.3320], [-3.4273, -0.9995, -1.6122], [-3.3010, -2.3932, -2.1592], [-3.2150, -0.9420, -0.1372], [0.0094, 0.7542, -1.8852], [0.9499, -0.0671, -1.0532], [1.5467, -1.1284, -1.6169], [1.6103, -1.4064, -3.0420], [2.3591, -2.4442, -3.4956], [3.0909, -3.2392, -2.6948], [3.1306, -3.0299, -1.2925], [2.3529, -2.0347, -0.7971], [2.3220, -1.7916, 0.5148], [3.2359, 3.2627, -0.4892], [2.2364, 1.8536, 0.0435], [1.4539, 3.4050, -0.3963], [2.3744, 3.2260, -2.6769], [3.4321, 0.5654, -1.6326], [4.2388, 1.8947, -2.5495], [3.0530, 0.8728, -3.3364], [0.7368, 3.2645, -4.1812], [-1.3193, 3.1469, -4.9516], [-4.1235, 1.5273, -2.5868], [-4.4595, -0.6151, -1.8219], [-2.2935, -2.7630, -2.0795], [-3.5544, -2.3851, -3.2134], [-4.0027, -3.1009, -1.6945], [-2.1958, -1.3299, 0.1858], [-3.9278, -1.5033, 0.4293], [-3.2747, 0.1055, 0.2187], [1.1462, -0.7055, -3.7183], [2.3514, -2.5786, -4.5844], [3.7218, -3.9722, -3.1510], [3.7160, -3.6536, -0.5896], [-0.6547, -3.9069, 2.0821], [0.3072, -3.0352, 2.7695], [1.3688, -3.7419, 3.4351], [2.5930, -3.3013, 3.6483], [3.3112, -2.0962, 3.2021], [4.4864, -2.1843, 2.9137], [2.6279, -0.9017, 3.2166], [0.2757, -1.7540, 2.5261], [-0.4572, -1.2341, 1.6542], [-0.7558, -4.8943, 2.5508], [-0.3878, -4.0496, 1.0044], [-1.5983, -3.3586, 1.9446], [1.1328, -4.7229, 3.8139], [3.2755, -4.0066, 4.1895]],
  "lowdin_charge": [1.42, 0.11, -0.01, 0.03, -0.20, 0.03, -0.33, -0.14, 0.05, 0.03, 0.03, -0.17, -0.05, -0.16, 0.08, -0.14, -0.08, -0.08, -0.07, 0.10, 0.13, 0.12, 0.16, 0.12, 0.11, 0.15, 0.11, 0.16, 0.18, 0.11, -0.05, -0.33, -0.05, -0.09, -0.03, -0.01, -0.10, -0.24, -0.38, -0.05, -0.05, -0.29, 0.03, -0.19, 0.01, -0.07, -0.02, 0.05, -0.19, 0.08, 0.09, 0.03, 0.06, 0.14, 0.09, 0.11, 0.05, 0.13, 0.11, 0.18, 0.16, 0.07, 0.09, 0.10, 0.08, 0.08, 0.08, 0.13, 0.14, 0.12, 0.15, 0.01, -0.04, -0.04, 0.02, -0.48, 0.10, 0.16, -0.32, -0.05, 0.11, 0.11, 0.10, 0.13, 0.16]
}

Per-record energy relative to the best compared isomer or geometry (same formula, charge and spin), kJ/mol: 69.6, 505.0
Per-record electronic energy, eV: -126288.702, -58576.881